Record 1
Density functional theory data (ωB97M-V with the def2-TZVPD basis set) for a single C4H5N molecule at a distorted geometry.

The geometry in XYZ format:
```
10
Properties=species:S:1:pos:R:3:forces:R:3
C 1.721118 0.289852 0.347735 1.206 -0.508 0.040
C 0.634030 0.044840 1.077503 -3.324 -0.496 -1.939
C -0.812377 0.068635 0.235589 2.596 1.112 2.474
N -1.868617 0.754824 0.063773 1.431 -0.203 0.728
C -1.499791 -0.288470 -0.936628 -0.699 -2.171 -3.343
H 2.736011 0.343687 0.811151 -1.038 -0.188 -0.156
H 1.796026 0.321535 -0.772297 -0.744 0.395 1.251
H 0.517414 -0.317301 2.122626 0.496 0.917 -0.813
H -1.039865 -0.000215 -1.970809 -1.158 -0.273 1.756
H -2.183949 -1.217387 -0.978642 1.233 1.415 0.000
```
Positions in Å, forces in eV/Å.

Summary:
- SMILES: C=CC1=NC1
- Net charge: 0
- Calculated total energy: -5715.30651 eV
- Kohn-Sham gap: 10.88 eV
- M: 67.1 g mol⁻¹
- Energy above the lowest of the compared OMol25 structures with the same formula, charge and spin: 81.6 kcal/mol



Record 2
Density functional theory data (ωB97M-V with the def2-TZVPD basis set) for a single C4H5N molecule at a distorted geometry.

The geometry in XYZ format:
```
10
Properties=species:S:1:pos:R:3:forces:R:3
C -2.434104 -0.039193 -0.258892 6.339 -0.683 2.461
C -1.240750 -0.194149 0.156643 -5.520 1.689 -1.122
C 0.199551 -0.173204 0.499829 -4.401 -2.828 2.182
C 1.110112 0.596539 -0.198994 3.275 3.436 -1.480
N 0.901179 -0.798031 -0.606836 -1.183 2.221 -1.888
H -3.441536 0.218993 -0.464860 -0.186 -0.203 -0.191
H 0.574627 -0.578489 1.493116 -1.240 0.806 -1.007
H 1.993862 0.917906 0.457136 -0.967 -0.601 -1.449
H 0.835779 1.327966 -0.991950 0.042 -0.599 0.957
H 1.501283 -1.278334 -0.085193 3.840 -3.238 1.534
```
Positions in Å, forces in eV/Å.

Summary:
- SMILES: C#C[C@@H]1CN1
- Net charge: 0
- Calculated total energy: -5714.69795 eV
- Kohn-Sham gap: 10.57 eV
- M: 67.1 g mol⁻¹
- Energy above the lowest of the compared OMol25 structures with the same formula, charge and spin: 95.7 kcal/mol



Record 3
Density functional theory data (ωB97M-V with the def2-TZVPD basis set) for a single C4H5N molecule at a distorted geometry.

The geometry in XYZ format:
```
10
Properties=species:S:1:pos:R:3:forces:R:3
C -1.696945 -0.103699 -0.339771 3.177 -3.249 -0.140
C -0.437219 -0.545867 0.141826 -5.769 -1.834 2.311
C 0.675754 0.428850 0.249196 -2.673 -0.562 1.479
C 1.902450 -0.153174 -0.013568 10.577 -1.047 -3.331
N 3.058900 -0.326724 -0.390459 -7.370 0.548 2.567
H -1.472411 0.784092 -0.826308 -0.653 1.960 -1.203
H -2.625443 -0.670473 -0.705494 1.566 0.734 1.473
H -0.462994 -1.451882 0.978790 0.527 1.961 -2.757
H 0.585599 0.777480 1.262566 0.565 0.325 0.718
H 0.472313 1.261396 -0.356778 0.053 1.165 -1.117
```
Positions in Å, forces in eV/Å.

Summary:
- SMILES: C=CCC#N
- Net charge: 0
- Calculated total energy: -5716.10990 eV
- Kohn-Sham gap: 10.69 eV
- M: 67.1 g mol⁻¹
- Energy above the lowest of the compared OMol25 structures with the same formula, charge and spin: 63.1 kcal/mol